# 1
Computed, not measured: a molecular structure, C24H14CuN7O2S, with ωB97M-V with the def2-TZVPD basis set.

Last column: Mulliken charge in e.
Atoms and positions in Å:
Cu 0.155 0.116 0.754  -1.158
O 3.876 -0.015 2.221  -0.627
C 2.697 -0.029 1.979  0.173
N 2.031 0.446 0.875  0.236
C 2.615 1.228 -0.091  0.207
O 3.771 1.541 -0.220  -0.628
C 1.568 1.734 -1.073  0.716
C 1.932 2.529 -2.142  -0.670
C 0.944 2.974 -3.004  -0.239
C -0.374 2.605 -2.770  -0.857
C -0.657 1.805 -1.679  -0.007
N 0.294 1.382 -0.844  0.203
C 1.717 -0.632 2.976  0.752
C 2.166 -1.148 4.175  -0.675
C 1.239 -1.670 5.061  -0.261
C -0.105 -1.663 4.714  -0.857
C -0.474 -1.133 3.492  0.007
N 0.418 -0.623 2.641  0.250
H 2.977 2.779 -2.265  0.528
H 1.194 3.600 -3.850  0.450
H -1.172 2.931 -3.421  0.422
H -1.670 1.492 -1.461  0.367
H 3.227 -1.121 4.381  0.529
H 1.557 -2.077 6.012  0.450
H -0.860 -2.061 5.377  0.427
H -1.510 -1.111 3.180  0.346
S -5.382 -4.573 -1.382  0.195
N -5.425 -3.149 -0.633  -0.650
C -4.170 -2.748 -0.508  0.798
C -3.741 -1.506 0.111  0.342
C -4.628 -0.576 0.653  -0.555
C -4.129 0.578 1.215  -0.860
C -2.752 0.772 1.223  -0.905
N -1.898 -0.109 0.713  0.392
C -2.372 -1.241 0.158  -0.118
C -1.395 -2.189 -0.401  0.420
N -0.102 -1.850 -0.307  -0.075
C 0.816 -2.664 -0.798  -0.124
C 0.493 -3.874 -1.417  -0.956
C -0.830 -4.234 -1.516  -0.487
C -1.807 -3.379 -0.998  0.381
C -3.231 -3.659 -1.049  0.710
N -3.792 -4.736 -1.574  -0.667
H -5.691 -0.779 0.620  0.567
H -4.780 1.326 1.644  0.458
H -2.318 1.667 1.653  0.539
H 1.846 -2.344 -0.696  0.506
H 1.278 -4.506 -1.805  0.450
H -1.133 -5.160 -1.986  0.555

Output
Energy above the lowest of the compared OMol25 structures with the same formula, charge and spin ... 0.0 kcal per mole
Multiplicity ... 2
E_LUMO (spin up / spin down) ... -0.135 / -0.135 hartree
E_tot ... -95113.48801 eV
Total charge ... +1
Molar mass ... 528.04 g mol⁻¹
Gap between HOMO and LUMO (spin up / spin down) ... 8.31 / 8.27 eV

***

# 2
Computed, not measured: a molecular structure, C24H14F3N3O8Pt in a non-equilibrium geometry, with ωB97M-V with the def2-TZVPD basis set.

Last column: Mulliken charge in e.
Atoms and positions in Å:
Pt -0.028 -0.021 -0.021  1.532
O 4.116 1.145 5.753  -0.715
C 4.028 1.934 4.814  0.457
O 4.534 3.045 4.647  -0.733
C 3.109 1.447 3.610  0.228
C 2.972 2.248 2.486  -0.798
C 2.158 1.834 1.444  -0.293
N 1.505 0.686 1.495  -0.542
C 1.613 -0.098 2.559  0.629
C 2.421 0.244 3.641  -0.634
C 0.799 -1.417 2.570  0.392
O 1.013 -2.213 3.477  -0.744
O -0.044 -1.574 1.646  -0.779
H 3.494 3.191 2.439  0.431
H 2.021 2.440 0.560  0.490
H 2.491 -0.430 4.483  0.561
O -0.665 3.055 1.137  -0.665
C -1.603 2.294 1.232  0.086
N -2.730 2.546 1.987  -0.054
C -3.760 1.569 1.742  2.509
C -2.948 0.542 0.863  0.349
O -3.412 -0.498 0.453  -0.689
N -1.747 1.076 0.617  -0.666
C -4.288 0.887 2.977  -1.163
C -3.987 1.327 4.260  -0.252
C -4.502 0.666 5.364  -0.828
C -5.310 -0.445 5.203  -0.357
C -5.592 -0.901 3.927  -0.862
C -5.093 -0.238 2.822  0.109
C -4.851 2.194 0.899  0.076
C -4.600 2.503 -0.435  -0.296
C -5.566 3.127 -1.201  -0.904
C -6.792 3.461 -0.647  -0.369
C -7.039 3.174 0.683  -0.850
C -6.077 2.545 1.452  -0.304
H -2.930 3.475 2.320  0.306
H -3.338 2.177 4.406  0.420
H -4.255 1.009 6.358  0.409
H -5.705 -0.964 6.067  0.379
H -6.189 -1.792 3.792  0.375
H -5.287 -0.610 1.829  0.448
H -3.647 2.246 -0.875  0.439
H -5.369 3.345 -2.242  0.390
H -7.551 3.943 -1.248  0.371
H -7.992 3.432 1.126  0.379
H -6.273 2.320 2.490  0.403
F 3.704 -1.877 -2.448  -0.262
C 3.160 -0.701 -2.802  0.625
F 2.903 -0.804 -4.129  -0.282
F 4.145 0.211 -2.706  -0.262
C 1.884 -0.328 -1.954  0.932
O 1.578 0.861 -1.907  -0.665
O 1.313 -1.291 -1.428  -0.754

Output
Energy above the lowest of the compared OMol25 structures with the same formula, charge and spin ... 76.6 kcal per mole
E_LUMO (spin up / spin down) ... 0.135 / 0.135 hartree
E_tot ... -57368.25726 eV
Total charge ... -2
Molar mass ... 724.46 g mol⁻¹
Gap between HOMO and LUMO (spin up / spin down) ... 6.31 / 6.30 eV

***

# 3
Computed, not measured: a molecular structure, C24H15AsClF3N2O7RuS2 in a non-equilibrium geometry, with ωB97M-V with the def2-TZVPD basis set.

Last column: Mulliken charge in e.
Atoms and positions in Å:
Ru 0.464 -0.347 -1.042  1.397
Cl 1.826 4.242 -6.556  -0.275
C 1.236 2.839 -5.693  0.232
C 1.453 1.573 -6.219  -0.639
C 0.943 0.470 -5.562  -0.311
C 0.230 0.615 -4.371  0.293
O -0.424 -0.425 -3.825  -0.458
C 0.098 1.883 -3.808  0.474
C -0.506 2.182 -2.504  -0.752
N -0.339 1.592 -1.382  0.459
C -0.893 2.340 -0.266  -0.764
C -1.053 3.707 -0.344  -0.539
C -1.891 4.414 0.541  -0.869
C -2.587 3.751 1.505  -0.797
C -2.327 2.381 1.737  1.039
C -2.929 1.661 2.801  -0.926
C -2.543 0.383 3.051  -1.117
C -1.472 -0.167 2.332  -0.573
N -0.874 0.532 1.388  0.966
C -1.384 1.728 0.928  0.808
C 0.561 3.003 -4.506  -1.105
H 2.005 1.461 -7.142  0.399
H 1.067 -0.529 -5.953  0.450
H -1.085 3.102 -2.531  0.880
H -0.547 4.263 -1.119  0.846
H -2.004 5.483 0.412  0.375
H -3.291 4.264 2.149  0.348
H -3.668 2.159 3.417  0.352
H -2.957 -0.200 3.859  0.385
H -1.003 -1.110 2.558  1.046
H 0.420 3.996 -4.097  0.443
O 2.892 -1.391 1.051  -0.531
As 1.864 -2.785 0.710  1.028
O 2.815 -3.999 0.156  -0.811
O 0.617 -2.202 -0.286  -0.631
C 1.091 -3.334 2.398  0.392
C 0.752 -4.695 2.349  -0.842
C 0.071 -5.302 3.389  -0.464
C -0.294 -4.541 4.496  -0.545
C 0.050 -3.203 4.550  -0.569
C 0.758 -2.585 3.520  0.087
S 1.294 -0.817 3.946  0.780
O 0.036 -0.348 4.632  -0.683
O 2.365 -1.139 4.930  -0.730
O 0.301 0.178 0.975  -0.743
H 3.797 -1.715 0.966  0.258
H 1.042 -5.273 1.479  0.410
H -0.182 -6.354 3.329  0.340
H -0.837 -4.996 5.319  0.336
H -0.211 -2.581 5.399  0.396
S 3.328 1.207 -1.554  -0.394
C 2.016 0.318 -1.359  -0.365
F 1.523 -1.512 -3.542  -0.318
C 0.345 -1.217 -2.869  0.644
F -1.622 -0.576 -0.849  -0.816
F -0.339 -2.382 -2.890  -0.294

Output
Energy above the lowest of the compared OMol25 structures with the same formula, charge and spin ... 88.8 kcal per mole
E_LUMO ... 0.134 hartree
E_tot ... -148209.42893 eV
Total charge ... -2
Molar mass ... 775.96 g mol⁻¹
Gap between HOMO and LUMO ... 5.45 eV

***

# 4
Computed, not measured: a molecular structure, C24H15BrCoF4N2O2PS4, with ωB97M-V with the def2-TZVPD basis set.

Last column: Mulliken charge in e.
Atoms and positions in Å:
Co 1.103 2.108 0.809  0.259
O 1.364 0.403 2.165  -0.306
N 2.343 -0.331 1.890  -0.620
N 2.892 -0.072 0.757  1.324
O 2.470 0.894 -0.043  -0.925
C 4.025 -0.836 0.353  0.268
C 4.725 -0.413 -0.768  -0.572
C 5.829 -1.146 -1.182  -0.515
C 6.225 -2.280 -0.490  -0.465
C 5.508 -2.687 0.628  -0.473
C 4.402 -1.973 1.058  -0.305
H 4.399 0.474 -1.288  0.466
H 6.381 -0.818 -2.053  0.347
H 7.087 -2.847 -0.818  0.363
H 5.808 -3.574 1.172  0.353
H 3.835 -2.282 1.922  0.466
F -6.863 2.123 1.674  -0.306
C -5.603 1.833 1.343  0.555
C -5.305 0.609 0.780  0.290
F -6.276 -0.281 0.554  -0.310
C -3.993 0.323 0.439  0.149
F -3.785 -0.865 -0.138  -0.338
C -2.956 1.223 0.654  -0.136
P -1.199 0.791 0.261  1.152
C -1.187 0.657 -1.559  0.642
C -2.299 0.790 -2.382  -0.527
C -2.170 0.696 -3.760  -0.639
C -0.926 0.465 -4.328  -0.568
C 0.190 0.341 -3.514  -0.780
C 0.065 0.447 -2.138  -0.337
C -1.159 -0.953 0.816  0.622
C -0.999 -2.046 -0.026  -0.246
C -0.903 -3.326 0.504  -0.743
C -0.974 -3.524 1.874  -0.495
C -1.126 -2.434 2.721  -0.712
C -1.202 -1.156 2.195  -0.622
C -3.282 2.461 1.222  -0.282
Br -1.982 3.769 1.568  -0.029
C -4.592 2.754 1.558  0.310
F -4.929 3.924 2.104  -0.336
H -3.276 0.989 -1.962  0.338
H -3.043 0.812 -4.389  0.386
H -0.824 0.398 -5.404  0.343
H 1.169 0.186 -3.949  0.448
H 0.956 0.386 -1.519  0.583
H -0.959 -1.907 -1.098  0.396
H -0.778 -4.171 -0.162  0.411
H -0.900 -4.524 2.283  0.381
H -1.160 -2.576 3.794  0.413
H -1.268 -0.304 2.862  0.354
S 1.482 3.535 2.636  -0.404
S 2.256 5.000 1.405  -0.148
S 0.792 5.353 0.005  -0.173
S 0.609 3.581 -1.040  -0.306

Output
Energy above the lowest of the compared OMol25 structures with the same formula, charge and spin ... 0.0 kcal per mole
Multiplicity ... 4
E_LUMO (spin up / spin down) ... 0.085 / 0.085 hartree
E_tot ... -203376.68048 eV
Total charge ... -1
Molar mass ... 737.47 g mol⁻¹
Gap between HOMO and LUMO (spin up / spin down) ... 6.25 / 6.23 eV